1.
101
Properties=species:S:1:pos:R:3:forces:R:3:mulliken_charge:R:1 method="wB97M-V/def2-TZVPD" fmax_ev_per_a=7.45 charge=0 gap_ev=8.95 smiles="CCO[C@@H]1C(=O)N[C@@](Cl)(CCCCS(=O)(=O)O)[C@]1(P(O)Cl)[Si](C)(C)C.O=C1OC[C@@H](F)O1.O=C1OC[C@@H](F)O1.O=C1OC[C@@H](F)O1.O=C1OC[C@@H](F)O1.O=C1OC[C@@H](F)O1" e_homo_ev=-8.74
C 1.645300 -2.363671 0.061976 -0.08 -0.16 -1.43 0.017
C 1.201583 -1.244067 -1.012069 0.42 -1.63 0.15 -0.350
O 0.629552 -0.120207 -0.275526 -0.98 0.28 -1.28 -0.164
C -0.795386 -0.234211 -0.299549 -0.98 -0.61 1.11 -2.349
C -1.599238 0.028355 -1.650644 -1.18 0.27 -2.52 -0.001
O -1.346869 -0.236453 -2.830533 0.24 0.32 3.05 -0.642
N -2.882115 0.714420 -1.362629 1.76 -1.56 1.54 -0.098
C -3.135247 0.358772 0.074312 -0.02 -0.93 -0.59 0.151
Cl -4.564521 1.226815 0.876405 1.33 0.05 -0.89 0.009
C -3.639557 -1.165791 0.149547 -0.56 -0.17 0.82 -0.723
C -5.027524 -1.426475 -0.598803 -0.12 -0.90 -0.09 -0.767
C -6.285848 -1.617311 0.379651 0.09 0.07 -0.41 -0.543
C -7.501118 -0.648858 -0.023489 0.28 -1.39 0.16 -0.693
S -7.954540 0.603599 1.254097 -4.23 6.11 -0.54 1.099
O -7.635250 1.987782 0.730614 0.64 -3.85 1.12 -0.588
O -9.444065 0.601118 1.516584 3.73 -1.66 -0.11 -0.632
O -7.144046 0.409473 2.693095 -0.73 -0.41 -1.51 -0.427
C -1.668880 0.691828 0.671787 0.17 -0.68 0.61 1.890
P -1.496621 -0.269428 2.326390 0.42 -0.85 0.22 0.554
O 0.091693 -0.100074 2.917025 -1.28 0.45 -0.72 -0.425
Cl -2.701482 0.696249 3.793649 1.01 0.13 -0.74 -0.309
Si -1.031636 2.503289 0.605175 0.91 2.05 -0.01 0.372
C 0.132737 2.927470 2.097003 -0.90 0.17 0.42 -0.937
C 0.005388 2.894159 -0.982944 -0.54 0.10 -0.11 -0.853
C -2.414110 3.834162 0.647231 -1.25 -0.72 -0.51 -0.998
H 2.774178 -2.516336 0.010025 -1.61 0.32 0.51 0.185
H 1.153886 -3.363762 -0.242794 0.75 1.57 0.81 -0.091
H 1.261380 -2.014890 1.066573 0.70 -0.73 -0.98 -0.080
H 2.060039 -0.910910 -1.676903 -1.06 -0.06 1.12 0.330
H 0.450989 -1.748299 -1.698024 0.66 1.09 0.76 0.308
H -0.952315 -1.269909 0.181069 -0.38 0.81 -1.51 0.787
H -3.596298 0.411266 -2.031921 0.34 0.20 0.32 0.435
H -2.895312 -1.918350 -0.247614 -0.61 1.09 0.43 0.123
H -3.825070 -1.413307 1.252445 0.46 0.25 -1.52 0.421
H -4.914015 -2.418660 -1.159254 -0.08 1.43 0.66 0.280
H -5.297066 -0.658465 -1.384724 0.51 -0.69 0.93 0.315
H -5.954237 -1.479954 1.465012 -0.66 -0.11 -1.52 0.397
H -6.678020 -2.678563 0.253148 0.56 1.36 0.35 0.347
H -8.443427 -1.265523 -0.209288 1.10 1.03 0.68 0.377
H -7.324775 -0.071651 -0.987958 -0.04 -0.33 1.61 0.344
H -7.585383 1.033888 3.318131 0.16 -0.44 -0.64 0.334
H 0.765670 -0.241622 2.221767 -0.49 0.23 0.12 0.332
H -0.387587 2.599522 3.063468 1.04 0.27 -1.19 0.210
H 0.138082 4.071864 2.147783 0.32 -1.53 -0.24 0.330
H 1.167630 2.490150 1.980406 -1.13 0.59 0.38 0.252
H -0.606534 2.625561 -1.903226 0.92 0.30 0.92 0.295
H 1.007739 2.370640 -0.993865 -1.19 0.65 -0.11 0.106
H 0.136998 4.029072 -0.973608 0.00 -1.55 -0.06 0.318
H -2.049735 4.852821 0.319615 -0.26 -1.13 0.63 0.365
H -2.970471 3.847806 1.641549 0.81 0.23 -1.23 0.225
H -3.191129 3.498799 -0.128394 0.95 0.62 1.01 0.242
C 0.675889 -7.322629 -2.164567 -0.07 -0.57 -0.74 -0.448
C 1.381018 -7.101990 -0.862718 0.67 0.31 0.08 0.318
O 0.729301 -5.963741 -0.332212 -0.40 -0.58 -0.22 -0.222
C -0.539743 -6.007547 -0.828955 -1.13 0.74 0.26 0.622
O -1.449999 -5.370927 -0.396491 0.57 -0.28 -0.30 -0.505
O -0.641436 -6.872512 -1.874959 0.17 0.27 0.51 -0.318
F 2.687034 -6.799151 -1.061030 0.09 -0.06 0.15 -0.283
H 1.094983 -6.722694 -2.976762 0.15 0.04 0.20 0.287
H 0.675275 -8.370256 -2.466500 -0.21 0.09 0.05 0.275
H 1.297385 -7.934264 -0.158420 0.17 0.08 0.01 0.257
C 4.297243 3.387226 -2.828529 0.00 -0.58 -0.81 -0.470
C 5.006416 3.628843 -1.533062 0.65 0.20 0.03 0.424
O 4.362911 4.782065 -1.026290 -0.51 -0.47 -0.12 -0.354
C 3.094374 4.740401 -1.518085 -0.97 0.64 0.10 0.770
O 2.189536 5.394971 -1.095725 0.56 -0.23 -0.33 -0.565
O 2.981118 3.854143 -2.546532 0.16 0.38 0.60 -0.266
F 6.314160 3.917680 -1.737872 0.07 -0.05 0.15 -0.306
H 4.718525 3.966688 -3.654954 0.12 0.06 0.18 0.234
H 4.288381 2.333389 -3.108082 -0.22 0.09 0.07 0.291
H 4.917523 2.811658 -0.811663 0.18 0.06 0.00 0.244
C 1.707194 7.059944 -4.885893 -0.14 0.52 0.90 -0.385
C 0.958873 6.266616 -5.910586 -0.38 0.27 -0.51 0.329
O 1.986666 5.777724 -6.749738 0.12 -0.15 0.65 -0.310
C 3.085581 5.664374 -5.954088 1.12 -0.48 -0.19 0.683
O 4.059798 5.038458 -6.240846 -0.51 0.36 0.20 -0.522
O 2.934430 6.346381 -4.785911 -0.08 -0.32 -0.53 -0.299
F 0.142236 7.061902 -6.643799 -0.13 -0.10 -0.05 -0.292
H 1.908579 8.084433 -5.210023 -0.13 -0.12 -0.20 0.259
H 1.192199 7.091147 -3.925215 0.23 -0.14 0.01 0.262
H 0.388321 5.427936 -5.502220 -0.09 0.09 -0.12 0.290
C 5.701497 -3.113041 1.835218 -0.67 -0.64 0.47 -0.424
C 6.938002 -2.312843 2.101745 0.65 -0.29 0.01 0.297
O 7.135111 -1.614022 0.888041 -0.66 0.11 0.24 -0.318
C 5.893824 -1.451207 0.353164 -0.36 0.64 -0.99 0.515
O 5.635992 -0.683132 -0.522284 0.10 -0.45 0.45 -0.501
O 4.978906 -2.267985 0.945654 0.58 0.39 -0.12 -0.131
F 8.005092 -3.119368 2.315464 0.09 0.10 0.10 -0.285
H 5.913179 -4.064406 1.340175 0.23 0.12 0.04 0.262
H 5.128692 -3.309973 2.742037 -0.13 0.13 -0.17 0.278
H 6.843958 -1.599154 2.924870 0.16 -0.08 0.00 0.272
C 0.043459 -2.173941 6.376579 -0.07 0.56 0.78 -0.286
C -0.715429 -3.003435 5.388714 -0.39 0.33 -0.56 0.226
O 0.295943 -3.465926 4.514489 0.17 -0.18 0.68 -0.224
C 1.428571 -3.533498 5.267258 1.08 -0.38 -0.23 0.613
O 2.412336 -4.127602 4.946796 -0.49 0.41 0.12 -0.530
O 1.297732 -2.844960 6.434453 -0.07 -0.37 -0.52 -0.332
F -1.584080 -2.244477 4.681496 -0.16 -0.20 0.04 -0.217
H 0.196096 -1.147048 6.033689 -0.15 -0.12 -0.21 0.205
H -0.435070 -2.149559 7.355985 0.22 -0.12 -0.01 0.287
H -1.241003 -3.856822 5.826411 -0.10 0.07 -0.14 0.209

***

2.
101
Properties=species:S:1:pos:R:3:forces:R:3:mulliken_charge:R:1 method="wB97M-V/def2-TZVPD" fmax_ev_per_a=7.66 charge=0 gap_ev=7.20 e_homo_ev=-9.54
Cd 17.398420 -12.554680 4.149160 4.24 -0.91 2.09 3.380
S 14.913200 -11.621040 3.776070 -1.10 2.24 1.68 -0.372
O 16.166410 -11.440000 3.066780 0.04 4.17 -6.43 -0.224
O 14.435120 -10.349170 4.348320 0.12 -0.92 -0.39 -0.368
O 13.895910 -12.347360 3.070570 -0.98 -0.55 -1.17 -0.067
O 15.547070 -12.496350 4.762680 -3.91 -2.65 5.81 -1.032
C 17.177590 -16.025720 10.864150 1.70 -0.50 -1.04 -0.664
O 16.182230 -15.142900 10.482450 -1.81 3.19 -1.18 -0.334
C 16.313340 -13.950930 9.697620 2.94 -0.69 0.55 0.718
O 17.344830 -13.306490 9.468810 -1.98 -1.83 0.75 -0.582
O 15.137040 -13.680030 9.222130 -1.97 -0.33 0.89 -0.284
C 14.932070 -12.704580 8.200870 1.86 -0.30 -1.31 -0.147
H 16.840920 -17.015720 10.556500 -0.05 -0.05 0.14 0.253
H 17.456370 -16.065760 11.917130 -0.50 0.52 0.15 0.249
H 18.085620 -15.814810 10.299260 0.24 0.00 0.04 0.321
H 15.748980 -12.935540 7.517200 -0.07 0.48 -0.48 0.119
H 15.048090 -11.653760 8.466260 -0.24 -0.22 0.65 0.329
H 14.019060 -12.884500 7.633290 -0.11 -0.18 0.81 -0.051
C 11.384000 -6.018290 -0.850500 0.36 3.20 -0.40 -0.693
O 11.712070 -7.278270 -0.441400 -0.05 -1.01 0.06 -0.331
C 12.500870 -7.412810 0.606200 0.78 0.23 3.08 0.657
O 13.094660 -6.558320 1.301860 -1.56 -2.15 -2.51 -0.590
O 12.404730 -8.728750 0.887740 0.32 -0.02 -0.77 -0.312
C 13.119990 -9.274370 1.992700 -0.04 0.10 0.11 -0.385
H 10.637960 -5.997810 -1.644920 0.24 -0.57 0.05 0.248
H 12.284770 -5.482610 -1.150130 0.09 -0.07 -0.59 0.306
H 11.035770 -5.350150 -0.062830 -0.40 -0.45 0.47 0.313
H 13.137230 -10.364090 1.975200 -0.41 0.03 -0.62 -0.458
H 12.522800 -9.023950 2.869490 0.89 0.35 0.45 0.578
H 14.168520 -8.987280 1.913530 -0.16 0.45 0.72 0.663
C 18.613030 -16.481450 0.861150 -1.20 0.02 -0.84 -0.799
O 18.405850 -15.278370 1.703090 -1.04 -1.62 0.36 -0.172
C 17.156540 -15.086060 2.185690 -0.91 1.18 -1.40 0.081
O 16.949180 -14.206610 3.039600 -0.39 -4.78 -2.79 -0.416
O 16.143550 -15.752630 1.472140 4.46 1.18 1.32 -0.305
C 14.825180 -15.471480 1.821210 -0.93 -0.20 1.59 -0.419
H 18.445140 -17.432950 1.365680 0.03 0.39 0.61 0.312
H 19.572240 -16.549030 0.347880 0.24 0.89 0.73 0.301
H 17.867450 -16.447280 0.066770 0.02 0.07 0.02 0.297
H 14.548570 -16.329030 2.434550 -0.87 -0.19 -0.46 0.384
H 14.261500 -15.329390 0.899160 -0.08 -0.14 0.28 0.313
H 14.747970 -14.641900 2.524010 0.01 0.47 -0.50 -0.076
C 18.643110 -10.037990 1.443920 -1.09 0.68 1.86 -0.118
O 19.628510 -10.992890 1.108310 -0.42 -1.41 -0.16 -0.411
C 19.529210 -12.209300 1.696880 2.27 0.20 -1.47 0.698
O 18.963820 -12.470960 2.734720 1.55 0.08 -1.93 -0.356
O 20.314610 -13.113200 1.013330 -0.59 1.07 1.53 -0.283
C 21.167130 -12.591020 -0.059860 -0.91 -0.16 0.23 -0.651
H 18.927270 -9.028720 1.146040 0.28 -0.43 -0.30 0.384
H 18.522940 -10.049620 2.527220 0.22 0.31 0.18 -0.131
H 17.624690 -10.277880 1.138350 0.25 -0.29 -0.74 0.114
H 21.821250 -11.791120 0.287110 -0.33 0.07 0.02 0.273
H 20.434430 -12.272120 -0.801180 0.73 0.22 -0.40 0.299
H 21.801350 -13.407020 -0.406290 -0.41 -0.13 0.12 0.256
C 21.107470 -9.411820 6.929620 0.43 -0.18 0.39 -0.759
O 20.327950 -10.056580 5.830430 -0.42 -0.35 0.68 -0.332
C 18.980440 -10.088280 5.730280 -0.12 2.55 2.63 0.072
O 18.335880 -10.888010 5.082080 1.47 1.50 0.92 -0.383
O 18.431670 -9.064360 6.489880 1.49 -1.21 -1.16 -0.424
C 17.016380 -8.868350 6.508300 -0.84 -1.16 0.33 0.032
H 21.956920 -10.034650 7.210020 0.07 -0.57 -1.17 0.315
H 20.718530 -9.340440 7.945360 -1.51 0.16 -0.56 0.327
H 21.532800 -8.445860 6.657400 -0.58 -0.07 -0.49 0.321
H 16.709640 -7.938340 6.986940 0.89 0.33 -0.62 0.348
H 16.576320 -9.592890 7.193500 -0.01 -0.52 -0.26 0.216
H 16.612750 -9.020480 5.507290 -0.13 0.18 0.20 -0.280
C 10.384960 -11.555110 1.708430 0.52 -0.87 -1.27 -0.323
C 10.990330 -12.512920 2.701070 -0.08 0.42 -2.82 0.688
O 9.934590 -13.443940 2.852890 1.45 -1.34 1.73 -0.340
C 8.772480 -12.876780 2.609890 -4.29 0.37 -1.87 0.552
O 7.631800 -13.341380 2.727990 3.94 1.22 0.26 -0.587
O 9.016550 -11.698130 1.952970 -1.60 0.25 0.96 -0.349
F 11.220670 -11.760530 3.747190 0.19 0.36 3.22 -0.211
H 10.516020 -11.939890 0.697050 0.48 0.39 -0.27 0.287
H 10.789080 -10.552130 1.845570 -0.49 -0.07 -0.12 0.207
H 11.938910 -12.952890 2.393290 -0.38 -0.53 0.11 0.077
C 11.707310 -15.015250 4.788010 0.33 -0.63 -0.82 0.104
C 12.334150 -14.169970 5.867340 -0.36 -1.97 0.08 1.090
O 12.743520 -15.183550 6.812060 1.51 4.04 0.49 -0.383
C 12.651030 -16.362340 6.348430 -0.58 -4.48 0.80 0.568
O 12.839080 -17.330290 7.085340 -0.30 1.55 -2.83 -0.621
O 12.210360 -16.326990 5.034570 0.82 -0.90 0.70 -0.412
F 11.311220 -13.633090 6.486110 -1.58 2.55 1.32 -0.358
H 11.936340 -14.668980 3.780170 0.12 -0.41 0.10 0.015
H 10.630190 -15.081470 4.941400 0.03 0.45 -0.11 0.221
H 13.093330 -13.437860 5.592110 0.24 -0.22 0.24 -0.316
C 15.428310 -6.912180 4.187630 0.59 0.13 -0.53 0.853
Cl 14.855640 -6.396460 5.759940 -0.61 0.08 0.13 -0.170
Cl 17.145190 -6.441270 4.045580 0.30 -0.16 -0.18 -0.200
H 15.369910 -7.996520 4.093340 -0.21 0.15 0.04 -0.798
H 14.938020 -6.384140 3.369770 -0.34 -0.21 0.35 0.283
C 12.336390 -9.269570 6.537280 -0.38 -0.40 -0.09 1.103
Cl 10.798530 -8.558880 5.904370 0.83 -0.22 0.28 -0.203
Cl 12.345180 -9.364520 8.324450 0.06 0.18 -0.43 -0.201
H 12.397040 -10.294280 6.170700 -0.06 0.28 -0.02 -0.425
H 13.199480 -8.703380 6.187130 -0.36 0.09 0.14 -0.320
C 14.810670 -12.247330 -0.122020 -0.85 0.45 -0.40 0.508
Cl 16.199120 -13.274550 -0.366980 0.77 0.07 0.07 -0.135
Cl 14.567330 -11.143640 -1.547470 -0.04 -0.60 0.77 -0.194
H 13.989270 -12.956950 -0.022840 -0.21 0.52 -0.25 0.285
H 14.860110 -11.622780 0.769940 0.44 -0.25 -0.13 -0.565